Molecular formula: C26H29ClGeN3O8RuSe
Method: DFT, ωB97M-V/def2-TZVPD

Multiplicity: 2
LUMO energy (spin up / spin down) in eV: -0.533 / -0.844
Energy relative to the best compared isomer or geometry (same formula, charge and spin) in eV: 1.5862
Largest force on an atom in eV/Å: 2.60

Atoms and positions in Å:
Ru  -0.417  -0.907  0.237
O  3.691  -1.721  -0.774
C  2.637  -1.226  -0.402
O  1.494  -1.291  -0.961
C  2.584  -0.468  0.893
C  3.693  0.022  1.560
C  3.502  0.680  2.765
C  2.219  0.808  3.280
C  1.170  0.293  2.550
N  1.358  -0.326  1.388
C  -0.264  0.339  2.949
O  -0.589  0.519  4.115
O  -1.058  0.143  1.964
H  4.670  -0.119  1.120
H  4.347  1.095  3.299
H  2.018  1.302  4.220
Cl  -6.185  0.517  -4.327
C  -5.031  -0.015  -3.137
C  -5.127  -1.316  -2.614
C  -4.224  -1.761  -1.684
C  -3.174  -0.933  -1.219
O  -2.356  -1.411  -0.330
C  -3.082  0.354  -1.779
C  -1.997  1.210  -1.439
O  -1.009  0.913  -0.776
C  -4.028  0.808  -2.721
H  -5.922  -1.963  -2.959
H  -4.289  -2.760  -1.273
H  -2.059  2.242  -1.815
H  -3.937  1.808  -3.129
O  -4.886  0.561  4.735
C  -4.275  -0.419  5.557
N  -3.133  -0.918  4.850
C  -2.951  -2.233  4.598
O  -3.675  -3.136  4.973
C  -1.701  -2.500  3.801
C  -0.524  -2.870  4.430
C  0.611  -3.084  3.667
C  0.532  -2.888  2.304
N  -0.602  -2.533  1.682
C  -1.704  -2.352  2.428
H  -5.539  1.037  5.257
H  -4.935  -1.266  5.744
H  -3.962  0.021  6.509
H  -2.427  -0.254  4.533
H  -0.494  -2.965  5.509
H  1.548  -3.375  4.120
H  1.397  -3.026  1.668
H  -2.599  -2.074  1.889
C  2.068  -7.123  -1.649
Ge  1.005  -5.941  -0.520
C  -0.849  -6.531  -0.364
C  1.835  -5.810  1.241
C  0.979  -4.211  -1.488
Se  -0.668  -3.190  -1.275
C  -0.525  -2.239  -2.961
H  2.153  -8.118  -1.212
H  3.072  -6.710  -1.764
H  1.619  -7.216  -2.638
H  -0.925  -7.527  0.073
H  -1.317  -6.542  -1.349
H  -1.405  -5.832  0.261
H  2.199  -6.795  1.539
H  1.119  -5.474  1.989
H  2.684  -5.124  1.224
H  1.050  -4.427  -2.556
H  1.807  -3.556  -1.224
H  -0.639  -2.950  -3.778
H  0.450  -1.761  -2.986
H  -1.322  -1.500  -3.010



Molecular formula: C26H29ClMoOPSi
Method: DFT, ωB97M-V/def2-TZVPD

Multiplicity: 3
LUMO energy (spin up / spin down) in eV: -4.784 / -4.574
Largest force on an atom in eV/Å: 3.39
Total charge: +1

Atoms and positions in Å:
C  -1.131  -1.004  2.346
C  -0.904  -2.020  1.342
C  0.529  -2.218  1.230
H  -1.682  -2.542  0.795
C  1.167  -1.354  2.194
C  0.104  -1.073  3.232
H  -0.007  -1.990  3.841
H  -2.100  -0.684  2.710
H  1.028  -2.875  0.521
H  2.221  -1.323  2.406
Mo  0.079  -0.134  0.765
Cl  1.566  1.564  1.208
P  0.071  0.271  -1.766
C  1.195  -0.781  -2.745
C  0.756  -1.459  -3.892
H  -0.293  -1.418  -4.185
C  1.664  -2.177  -4.673
H  1.309  -2.686  -5.571
C  3.011  -2.231  -4.303
H  3.719  -2.793  -4.914
C  3.450  -1.563  -3.154
H  4.505  -1.595  -2.873
C  2.547  -0.846  -2.367
H  2.888  -0.321  -1.471
C  -1.563  -0.154  -2.467
C  -2.202  -1.318  -2.005
H  -1.722  -1.949  -1.252
C  -3.445  -1.678  -2.523
H  -3.946  -2.569  -2.140
C  -4.039  -0.914  -3.533
H  -5.003  -1.210  -3.946
C  -3.391  0.228  -4.015
H  -3.833  0.820  -4.817
C  -2.166  0.620  -3.470
H  -1.675  1.521  -3.835
C  0.407  1.921  -2.483
C  1.109  2.078  -3.690
H  1.541  1.211  -4.189
C  1.254  3.342  -4.268
H  1.786  3.439  -5.215
C  0.714  4.466  -3.636
H  0.825  5.452  -4.089
C  0.035  4.320  -2.420
H  -0.392  5.196  -1.927
C  -0.104  3.060  -1.836
H  -0.612  2.955  -0.876
C  1.828  0.113  6.575
Si  0.140  0.091  5.809
C  -0.952  -1.285  6.460
C  -0.756  1.691  6.171
O  0.325  0.027  4.147
H  1.736  0.242  7.659
H  2.410  0.954  6.183
H  2.394  -0.803  6.382
H  -1.018  -1.204  7.554
H  -1.977  -1.201  6.072
H  -0.575  -2.288  6.225
H  -0.209  2.545  5.753
H  -1.757  1.693  5.717
H  -0.863  1.841  7.255



Molecular formula: C26H29FeN5O2S4Si
Method: DFT, ωB97M-V/def2-TZVPD

Multiplicity: 5
LUMO energy (spin up / spin down) in eV: 4.094 / 4.094
Energy relative to the best compared isomer or geometry (same formula, charge and spin) in eV: 0.0000
Largest force on an atom in eV/Å: 0.60
Total charge: -2

Atoms and positions in Å:
Fe  0.048  -0.405  0.288
N  -1.934  0.701  0.614
C  -2.930  0.006  1.425
C  -3.323  -1.328  0.802
C  -2.263  -2.422  0.940
O  -2.619  -3.543  1.315
O  -1.070  -2.086  0.640
H  -1.666  1.590  1.021
H  -2.281  0.908  -0.318
H  -3.829  0.619  1.566
H  -2.498  -0.158  2.417
H  -3.514  -1.172  -0.267
H  -4.244  -1.700  1.251
S  2.556  0.396  -0.609
C  2.852  -1.198  -0.022
C  4.126  -1.783  0.166
C  4.222  -3.070  0.638
C  3.064  -3.796  0.937
C  1.851  -3.162  0.747
N  1.753  -1.914  0.291
H  5.005  -1.195  -0.066
H  5.199  -3.519  0.785
H  3.102  -4.809  1.312
H  0.901  -3.637  0.972
C  0.361  -1.308  3.838
Si  0.705  0.136  2.635
C  2.492  0.613  3.106
C  -0.280  1.595  3.426
C  -0.175  2.867  2.843
C  -0.892  3.959  3.314
C  -1.757  3.812  4.393
C  -1.891  2.564  4.986
C  -1.162  1.479  4.506
H  0.489  -1.033  4.892
H  1.070  -2.112  3.612
H  -0.640  -1.731  3.703
H  2.569  0.855  4.173
H  2.837  1.469  2.521
H  3.172  -0.219  2.890
H  0.471  2.999  1.977
H  -0.790  4.921  2.823
H  -2.328  4.658  4.757
H  -2.571  2.433  5.823
H  -1.290  0.512  4.984
C  1.446  -1.476  -3.543
C  0.385  -1.001  -2.672
N  -0.425  -0.641  -1.944
H  1.307  -1.082  -4.549
H  1.455  -2.564  -3.557
H  2.381  -1.096  -3.124
S  0.660  2.444  -6.712
C  0.143  2.985  -5.196
S  0.694  2.264  -3.741
C  -0.359  3.272  -2.755
N  -1.050  4.104  -3.495
N  -0.746  3.938  -4.851
C  -1.469  4.816  -5.711
C  -0.972  5.224  -6.943
C  -1.716  6.095  -7.730
C  -2.946  6.569  -7.302
C  -3.429  6.167  -6.063
C  -2.698  5.300  -5.267
S  -0.359  3.087  -1.071
H  -0.017  4.859  -7.282
H  -1.315  6.405  -8.687
H  -3.521  7.245  -7.923
H  -4.384  6.532  -5.705
H  -3.055  4.996  -4.295



Molecular formula: C26H29I2N4O3S2Se2Ti
Method: DFT, ωB97M-V/def2-TZVPD

Multiplicity: 3
LUMO energy (spin up / spin down) in eV: 1.682 / 1.676
Energy relative to the best compared isomer or geometry (same formula, charge and spin) in eV: 1.1942
Largest force on an atom in eV/Å: 0.69
Total charge: -1

Atoms and positions in Å:
Ti  -0.414  -0.280  -0.418
I  3.058  6.304  -0.543
C  2.012  4.567  -0.074
C  0.797  4.656  0.579
C  0.105  3.489  0.871
I  -1.725  3.632  1.849
C  0.599  2.240  0.525
O  -0.076  1.132  0.787
C  1.838  2.164  -0.137
C  2.426  0.824  -0.468
N  1.561  0.012  -1.360
C  1.393  0.560  -2.719
C  0.079  1.292  -2.900
C  -0.131  2.102  -3.975
C  -1.341  2.820  -4.120
C  -2.257  2.689  -3.065
C  -1.998  1.865  -2.009
N  -0.856  1.086  -1.901
C  2.530  3.327  -0.430
H  0.387  5.615  0.860
H  3.404  0.964  -0.943
H  2.596  0.244  0.456
H  1.988  -0.910  -1.396
H  2.225  1.238  -2.950
H  1.454  -0.270  -3.429
H  0.664  2.208  -4.703
H  -1.517  3.473  -4.960
H  -3.179  3.259  -3.057
H  -2.692  1.789  -1.177
H  3.485  3.258  -0.933
O  -0.191  0.183  3.868
C  1.100  -0.243  3.387
C  1.221  -1.754  3.484
C  1.029  -2.146  4.955
O  1.064  -3.550  5.183
C  2.634  -2.229  3.031
Se  3.961  -0.914  2.360
C  0.093  -2.416  2.694
Se  0.304  -2.461  0.743
H  -0.171  1.143  3.844
H  1.899  0.234  3.959
H  1.218  0.061  2.347
H  0.061  -1.810  5.329
H  1.816  -1.647  5.538
H  1.851  -3.875  4.728
H  2.510  -2.993  2.263
H  3.132  -2.704  3.881
H  -0.846  -1.895  2.892
H  -0.030  -3.451  3.022
C  1.333  -2.995  -2.807
C  -0.110  -2.639  -2.949
N  -0.763  -1.852  -2.134
C  -2.118  -1.854  -2.414
C  -2.471  -2.586  -3.505
S  -1.091  -3.344  -4.162
C  -3.033  -1.249  -1.429
C  -4.392  -1.231  -1.455
S  -4.998  -0.630  0.029
C  -3.402  -0.437  0.622
N  -2.490  -0.764  -0.255
C  -3.093  -0.003  2.013
H  1.557  -3.118  -1.744
H  1.980  -2.228  -3.233
H  1.551  -3.932  -3.316
H  -3.454  -2.755  -3.899
H  -5.042  -1.555  -2.244
H  -3.328  -0.814  2.704
H  -3.671  0.879  2.290
H  -2.032  0.225  2.120



Molecular formula: C26H29N2O
Method: DFT, ωB97M-V/def2-TZVPD

LUMO energy in eV: -4.650
Energy relative to the best compared isomer or geometry (same formula, charge and spin) in eV: 1.3847
Largest force on an atom in eV/Å: 1.87
Total charge: +1

Atoms and positions in Å:
C  -3.794  -4.961  -5.399
C  -2.987  -4.393  -4.270
C  -1.590  -4.300  -4.361
C  -0.858  -3.671  -3.352
C  -1.498  -3.117  -2.204
C  -0.737  -2.447  -1.191
C  -1.229  -2.031  0.042
C  -0.458  -1.562  1.133
C  -1.124  -1.237  2.372
C  -0.664  -0.244  3.289
C  -1.391  0.064  4.435
C  -2.530  -0.655  4.806
C  -3.176  -0.296  6.096
C  -2.976  -1.681  3.952
C  -2.315  -1.936  2.757
C  -2.903  -3.315  -2.100
C  -3.625  -3.935  -3.111
H  -4.856  -4.972  -5.134
H  -3.679  -4.364  -6.312
H  -3.487  -5.984  -5.642
H  -1.094  -4.719  -5.236
H  0.226  -3.615  -3.418
H  0.319  -2.272  -1.416
H  -2.340  -2.092  0.147
H  0.654  -1.625  1.113
H  0.241  0.296  3.061
H  -1.056  0.885  5.079
H  -4.115  -0.826  6.288
H  -2.510  -0.488  6.954
H  -3.385  0.785  6.121
H  -3.844  -2.291  4.225
H  -2.680  -2.732  2.100
H  -3.429  -2.983  -1.203
H  -4.704  -4.065  -3.016
C  5.456  4.623  -1.052
C  4.665  3.381  -0.627
N  3.284  3.660  -0.236
C  2.482  2.598  0.134
C  1.060  2.693  0.162
C  0.300  1.541  0.411
N  0.857  0.382  0.724
C  2.189  0.257  0.743
C  3.035  1.349  0.515
C  2.607  4.881  -0.621
C  3.569  6.019  -0.918
O  4.630  5.557  -1.769
H  5.890  5.114  -0.150
H  6.239  4.338  -1.771
H  4.719  2.696  -1.503
H  5.213  2.911  0.212
H  0.522  3.626  -0.011
H  -0.793  1.548  0.367
H  2.582  -0.750  0.945
H  4.110  1.209  0.634
H  2.004  4.738  -1.534
H  1.953  5.200  0.203
H  3.048  6.790  -1.503
H  3.971  6.420  0.040



Molecular formula: C26H29N5O3S
Method: DFT, ωB97M-V/def2-TZVPD

LUMO energy in eV: 0.344
SMILES: CCCc1cc(=O)[nH]c(SCC(=O)c2cc(C)n(-c3c(C)n(C)n(-c4ccccc4)c3=O)c2C)n1
Energy relative to the best compared isomer or geometry (same formula, charge and spin) in eV: 1.4048
Largest force on an atom in eV/Å: 0.91

Atoms and positions in Å:
C  1.496  3.556  1.837
C  1.618  4.177  0.453
C  1.124  3.237  -0.648
C  2.105  2.176  -1.034
C  1.984  1.477  -2.199
C  2.931  0.465  -2.564
O  2.939  -0.228  -3.561
N  3.955  0.307  -1.607
C  3.953  0.989  -0.443
S  5.186  0.662  0.771
C  5.337  -1.167  0.699
C  4.128  -1.892  0.114
O  4.316  -2.713  -0.767
C  2.831  -1.527  0.618
C  2.496  -0.767  1.777
C  1.146  -0.602  1.785
C  0.262  0.087  2.758
N  0.631  -1.236  0.670
C  -0.724  -1.259  0.326
C  -1.519  -2.363  0.190
C  -1.171  -3.796  0.360
N  -2.794  -1.975  -0.109
C  -3.690  -2.780  -0.905
N  -2.781  -0.596  -0.269
C  -3.963  0.160  -0.309
C  -5.092  -0.245  0.399
C  -6.242  0.520  0.348
C  -6.269  1.694  -0.385
C  -5.136  2.106  -1.068
C  -3.985  1.341  -1.042
C  -1.525  -0.083  0.044
O  -1.252  1.103  0.073
C  1.636  -1.803  -0.045
C  1.429  -2.505  -1.333
N  3.102  1.908  -0.150
H  0.457  3.317  2.051
H  2.084  2.645  1.884
H  1.856  4.246  2.597
H  1.028  5.096  0.417
H  2.660  4.437  0.262
H  0.868  3.806  -1.545
H  0.213  2.732  -0.312
H  1.174  1.663  -2.885
H  4.654  -0.396  -1.819
H  6.225  -1.432  0.123
H  5.482  -1.468  1.736
H  3.177  -0.398  2.517
H  0.860  0.497  3.567
H  -0.273  0.900  2.270
H  -0.473  -0.605  3.174
H  -1.150  -4.308  -0.602
H  -1.905  -4.292  0.993
H  -0.191  -3.881  0.820
H  -3.956  -3.678  -0.349
H  -4.594  -2.211  -1.111
H  -3.232  -3.070  -1.856
H  -5.061  -1.142  1.000
H  -7.117  0.202  0.896
H  -7.168  2.290  -0.417
H  -5.150  3.026  -1.633
H  -3.097  1.657  -1.565
H  1.467  -3.586  -1.198
H  2.226  -2.248  -2.028
H  0.472  -2.230  -1.773



Molecular formula: C26H29N5O6RuS2Se3Te
Method: DFT, ωB97M-V/def2-TZVPD

Multiplicity: 6
LUMO energy (spin up / spin down) in eV: 1.661 / 0.520
Energy relative to the best compared isomer or geometry (same formula, charge and spin) in eV: 1.0010
Largest force on an atom in eV/Å: 1.41
Total charge: -1

Atoms and positions in Å:
Ru  -2.205  -1.287  -1.489
Se  -4.305  -2.165  -2.255
Se  -4.285  -3.840  -3.723
Te  -1.128  -4.169  -3.999
Se  -1.244  -1.748  -3.568
C  0.029  3.956  2.666
C  -0.904  2.839  2.279
C  -0.512  1.871  1.363
C  -1.369  0.839  1.015
C  -2.637  0.772  1.565
C  -3.040  1.719  2.500
C  -2.175  2.743  2.847
S  -3.826  -0.419  0.976
O  -4.735  -0.637  2.073
O  -4.387  0.191  -0.233
N  -3.069  -1.692  0.459
C  -2.409  -2.562  1.422
C  -1.110  -3.074  0.825
O  -0.320  -3.683  1.560
O  -0.917  -2.831  -0.408
H  0.864  4.025  1.969
H  0.438  3.790  3.665
H  -0.492  4.915  2.679
H  0.469  1.909  0.903
H  -1.009  0.085  0.317
H  -4.028  1.647  2.934
H  -2.493  3.487  3.569
H  -3.038  -3.429  1.642
H  -2.186  -2.066  2.369
C  4.421  -4.389  -1.738
C  3.494  -4.456  -0.528
C  2.037  -4.179  -0.886
N  1.821  -2.813  -1.365
C  1.700  -1.729  -0.606
S  1.188  -0.280  -1.278
N  1.930  -1.914  0.747
C  2.332  -0.949  1.652
O  2.038  -1.045  2.824
C  3.253  0.133  1.180
C  4.193  -0.080  0.180
C  5.069  0.934  -0.175
C  5.005  2.165  0.465
C  4.078  2.371  1.478
C  3.213  1.352  1.843
H  5.458  -4.576  -1.456
H  4.372  -3.407  -2.211
H  4.136  -5.132  -2.486
H  3.818  -3.742  0.232
H  3.545  -5.448  -0.073
H  1.371  -4.378  -0.047
H  1.728  -4.831  -1.704
H  1.412  -2.704  -2.284
H  1.384  -2.679  1.180
H  4.241  -1.037  -0.325
H  5.797  0.766  -0.958
H  5.682  2.959  0.177
H  4.038  3.324  1.992
H  2.494  1.485  2.641
N  -4.925  3.224  -0.389
C  -3.910  3.937  -0.916
O  -3.843  5.155  -0.860
C  -2.833  3.133  -1.586
C  -1.552  3.661  -1.651
C  -0.552  2.922  -2.256
C  -0.864  1.662  -2.742
N  -2.088  1.135  -2.681
C  -3.058  1.882  -2.145
H  -5.634  3.732  0.112
H  -4.892  2.212  -0.309
H  -1.369  4.641  -1.230
H  0.457  3.300  -2.346
H  -0.105  1.038  -3.200
H  -4.053  1.461  -2.196



Number 1: total energy -6807.838072 Ha. Number 2: total energy -2242.418895 Ha. Number 3: total energy -4578.527838 Ha. Number 4: total energy -8497.144764 Ha. Number 5: total energy -1192.606703 Ha. Number 6: total energy -1905.882949 Ha. Number 7: total energy -10097.128912 Ha.